Molecular formula: C21H22N4O4S
Method: DFT, ωB97M-V/def2-TZVPD

Results
2S+1: 1
LUMO energy in eV: 0.6
Total charge: 0
Calculated total energy in eV: -47119.6663
Strongest force on any atom in eV/A: 1.2
SMILES string: CCn1c(COc2ccccc2)nnc1SCC(=O)Nc1ccc2c(c1)OCCO2
Energy relative to the best compared isomer or geometry (same formula, charge and spin) in eV: 2.441

The geometry in XYZ format:
```
52
Properties=species:S:1:pos:R:3:forces:R:3:mulliken_charge:R:1
C 0.6884 -3.2450 1.8838 -0.066 -0.060 -0.133 -0.80
C -0.3095 -3.8773 0.9182 0.417 -0.300 0.462 -0.77
N -1.0218 -2.8776 0.1611 -0.547 0.627 -0.376 0.31
C -0.8665 -2.4940 -1.1436 -0.079 -0.008 0.057 0.57
C 0.1026 -3.0730 -2.1173 -0.188 -0.126 -0.257 -0.73
O 1.3957 -3.2758 -1.5971 0.222 -0.021 0.124 -0.45
C 2.1206 -2.1946 -1.1626 0.283 0.102 0.099 -0.13
C 3.3846 -2.4981 -0.6556 -0.205 -0.092 -0.114 -0.40
C 4.1903 -1.4976 -0.1528 -0.027 -0.047 -0.006 -0.38
C 3.7456 -0.1845 -0.1399 0.017 0.152 0.033 -0.84
C 2.4967 0.1157 -0.6496 0.151 0.039 0.069 -0.22
C 1.6814 -0.8770 -1.1709 -0.215 -0.206 -0.184 0.08
N -1.6952 -1.5310 -1.4309 0.621 -0.156 -0.981 -0.70
N -2.4142 -1.2527 -0.3337 -0.502 -0.189 0.642 -0.50
C -2.0009 -2.0472 0.6225 -0.009 -0.017 -0.150 0.50
S -2.5693 -2.0535 2.2624 -0.157 -0.052 0.405 -0.13
C -3.4446 -0.4517 2.2988 0.279 -0.184 -0.116 -0.84
C -2.4386 0.7016 2.3035 -0.372 -0.182 -0.158 0.59
O -2.0326 1.1811 3.3389 0.117 0.094 0.301 -0.65
N -2.0880 1.0771 1.0526 -0.197 0.085 -0.352 -0.11
C -1.0955 1.9783 0.6541 0.276 0.219 0.002 0.26
C -0.3873 2.7840 1.5414 -0.032 -0.021 0.179 -0.55
C 0.5709 3.6526 1.0588 0.066 -0.013 -0.420 -0.95
C 0.8471 3.7317 -0.2999 -0.071 -0.008 -0.035 0.74
C 0.1605 2.8973 -1.1882 0.068 0.053 0.143 -0.01
C -0.8119 2.0347 -0.7066 0.127 0.139 0.027 -0.24
O 0.4206 2.8924 -2.5358 -0.356 -0.136 0.232 -0.48
C 1.6217 3.5477 -2.8758 0.424 0.425 0.092 -0.42
C 1.7345 4.8705 -2.1187 -0.101 -0.185 -0.504 -0.52
O 1.7922 4.6327 -0.7309 0.007 -0.162 0.313 -0.48
H 0.1757 -2.6121 2.6037 0.017 0.042 0.058 0.38
H 1.2123 -4.0291 2.4224 0.084 -0.079 0.089 0.36
H 1.4177 -2.6445 1.3448 0.038 0.024 -0.009 0.11
H -1.0466 -4.4648 1.4747 0.078 -0.047 -0.151 0.43
H 0.2091 -4.5261 0.2098 -0.163 0.020 0.099 0.37
H 0.1158 -2.4184 -2.9977 -0.053 -0.078 0.125 0.34
H -0.2299 -4.0704 -2.4280 0.083 0.179 -0.019 0.35
H 3.7068 -3.5276 -0.6643 0.048 -0.128 0.000 0.44
H 5.1662 -1.7447 0.2373 0.085 -0.032 0.033 0.39
H 4.3686 0.5974 0.2663 0.052 0.078 0.041 0.43
H 2.1345 1.1324 -0.6347 -0.054 0.116 0.007 0.48
H 0.7169 -0.6059 -1.5687 -0.110 0.030 -0.031 0.38
H -3.9922 -0.4599 3.2403 0.052 0.043 -0.087 0.44
H -4.1234 -0.4235 1.4489 -0.067 0.050 0.062 0.37
H -2.4610 0.5100 0.2877 0.012 0.049 0.376 0.34
H -0.5937 2.7296 2.5964 -0.017 -0.005 0.034 0.56
H 1.1224 4.2932 1.7277 0.064 0.100 0.094 0.44
H -1.3330 1.4020 -1.4088 -0.078 -0.119 -0.128 0.42
H 1.5921 3.7090 -3.9543 0.055 0.007 0.089 0.39
H 2.4814 2.9111 -2.6225 -0.086 0.052 -0.057 0.22
H 2.6508 5.4010 -2.3815 -0.093 -0.041 -0.042 0.36
H 0.8634 5.4968 -2.3567 0.102 -0.030 0.022 0.29
```
Positions in Å, forces in eV/Å.

Molecular formula: C6H12O
Method: DFT, ωB97M-V/def2-TZVPD

Results
2S+1: 1
LUMO energy in eV: 1.1
Total charge: 0
Calculated total energy in eV: -8460.5070
Strongest force on any atom in eV/A: 4.2
SMILES string: CCC(C=O)CC
Energy relative to the best compared isomer or geometry (same formula, charge and spin) in eV: 3.847

The geometry in XYZ format:
```
19
Properties=species:S:1:pos:R:3:forces:R:3:mulliken_charge:R:1
C 1.2131 1.9831 -1.2522 0.123 0.081 -0.040 -1.28
C 0.3358 0.7394 -1.3192 0.267 -0.128 0.234 -0.32
C -0.0125 0.2530 0.0873 3.946 -0.970 1.118 -0.02
C 1.2819 -0.7435 0.7503 -2.356 -0.226 0.257 -0.07
O 1.8332 -0.7639 1.8136 -0.152 0.412 -1.360 -0.47
C -0.9456 -0.9223 0.1453 -3.007 2.840 -0.616 -0.68
C -1.4459 -1.4565 1.4848 -0.067 0.142 0.043 -1.10
H 1.5925 2.2519 -2.2416 -0.028 -0.004 0.111 0.37
H 0.6562 2.8420 -0.8595 0.080 -0.152 -0.048 0.32
H 2.0686 1.8033 -0.5931 -0.077 0.084 -0.098 0.31
H -0.5230 0.9321 -1.9865 0.001 -0.171 0.531 0.37
H 0.8910 -0.0903 -1.7753 -0.030 0.122 -0.129 0.30
H -0.2252 1.0220 0.8461 0.016 -0.067 -0.375 0.45
H 0.7053 -1.6767 0.2561 2.345 -0.006 0.283 0.24
H -1.1474 -1.5086 -0.7526 0.601 0.034 0.167 0.50
H -1.5070 0.0976 -0.0969 -1.786 -2.011 0.056 0.15
H -1.7602 -2.5032 1.4181 0.106 0.214 -0.100 0.33
H -2.3157 -0.8707 1.7932 0.075 -0.183 0.180 0.32
H -0.6951 -1.3888 2.2823 -0.058 -0.009 -0.214 0.30
```
Positions in Å, forces in eV/Å.

Molecular formula: C3H7N3O2
Method: DFT, ωB97M-V/def2-TZVPD

Results
2S+1: 1
LUMO energy in eV: -0.2
Total charge: 0
Calculated total energy in eV: -11779.5549
Strongest force on any atom in eV/A: 6.5
Energy relative to the best compared isomer or geometry (same formula, charge and spin) in eV: 11.758

The geometry in XYZ format:
```
15
Properties=species:S:1:pos:R:3:forces:R:3:mulliken_charge:R:1
C -2.8662 0.5035 0.1652 0.364 -1.424 -0.054 -0.51
C 0.1001 -1.4072 -0.1902 -2.868 0.936 -1.648 0.19
C 2.0963 -0.1648 -0.0453 4.418 2.290 -0.972 0.55
H -1.9824 1.7641 0.6524 -2.533 -3.759 -1.443 0.20
H -3.3286 0.6471 -1.2604 0.989 0.096 4.783 0.24
H -3.7723 -0.0320 1.3788 2.241 2.068 -3.883 0.23
H -0.0850 -2.4506 0.1808 -0.669 1.364 0.052 0.39
H 2.0326 1.6633 -0.0170 -0.905 0.259 -1.146 0.29
H 0.4823 0.9566 -0.1950 2.027 0.552 -1.559 0.28
H 4.0148 0.3942 0.4398 1.458 2.877 -0.066 0.22
N -0.8131 -0.5147 -0.6857 1.479 -2.877 3.781 -0.41
N 1.5022 0.9882 -0.6121 -1.351 0.105 3.517 -0.51
N 3.3003 -0.2302 0.4152 -4.888 -4.287 -0.566 -0.63
O -2.1227 -0.8108 0.0733 1.105 2.796 -0.977 -0.21
O 1.4417 -1.3066 -0.2998 -0.867 -0.998 0.180 -0.33
```
Positions in Å, forces in eV/Å.

Molecular formula: C10H7NO3
Method: DFT, ωB97M-V/def2-TZVPD

Results
2S+1: 1
LUMO energy in eV: -1.3
Total charge: 0
Calculated total energy in eV: -18113.4319
Strongest force on any atom in eV/A: 5.8
SMILES string: O=C(O)C1=CC(=O)[C@H]2C=CC=CC2=N1
Energy relative to the best compared isomer or geometry (same formula, charge and spin) in eV: 1.607

The geometry in XYZ format:
```
21
Properties=species:S:1:pos:R:3:forces:R:3:mulliken_charge:R:1
O 1.0557 -0.5352 -3.6953 0.408 -0.425 -1.046 -0.51
C 0.0252 -0.9357 -3.2327 0.914 2.119 2.398 0.29
O -0.9162 -1.5454 -3.9391 -1.493 0.041 3.211 -0.41
C -0.1902 -0.6067 -1.7697 -1.850 -1.167 2.624 0.37
C -1.0273 -1.4221 -0.9730 2.551 1.654 -4.289 -0.48
C -1.2666 -1.1715 0.3720 0.063 2.015 1.939 0.19
O -2.0335 -1.8659 0.9685 -1.069 -1.154 1.618 -0.58
C -0.6862 0.1154 1.0095 4.122 -4.058 -0.770 0.55
C -0.1919 0.0376 2.4551 0.444 0.363 0.272 -0.73
C 0.6604 1.0171 2.8365 -0.083 -1.104 1.594 -0.22
C 1.3865 1.9445 1.9443 0.329 -0.817 2.310 -0.36
C 1.2415 1.7727 0.6527 -1.021 -1.098 -1.138 -0.58
C 0.3821 0.7020 0.0870 0.466 1.514 -1.815 0.43
N 0.5824 0.5088 -1.2176 -1.841 -1.933 1.644 -0.57
H -0.4227 -1.5990 -4.6999 1.205 -0.762 -4.031 0.33
H -1.5589 -2.2822 -1.3409 0.058 -0.103 -0.498 0.43
H -1.4230 0.7887 1.0685 -3.221 2.764 -0.217 0.37
H -0.5143 -0.7456 3.2129 0.007 1.186 -1.402 0.32
H 0.8809 0.9864 3.9258 0.238 0.354 -0.917 0.31
H 2.2219 2.5302 2.3910 -1.090 -0.070 -0.491 0.32
H 1.7941 2.3059 -0.0556 0.865 0.679 -0.995 0.50
```
Positions in Å, forces in eV/Å.